1.
A cluster of 17 separate species, C58H124BF4N3O32P2S10 in total, computed with wB97M-V/def2-TZVPD.

Geometry as XYZ:
```
234
C58H124BF4N3O32P2S10 | the Open Molecules 2025 dataset | wB97M-V/def2-TZVPD
S 4.782 3.348 2.511
S -1.696 3.733 4.341
S -3.472 -2.306 0.989
S 4.138 -0.360 -1.277
S 1.575 1.615 4.140
S -5.168 0.172 -2.134
S 3.290 3.285 -3.314
S -2.170 2.157 -4.477
S 1.290 -1.227 -5.722
S -3.908 -1.609 5.200
P -1.936 -5.342 -1.817
P 4.050 -5.472 2.570
F -1.733 0.103 -0.848
F -0.687 0.681 1.031
F 0.418 0.408 -1.004
F -0.263 -1.270 0.159
O 3.899 -4.374 1.508
O 3.982 -6.982 1.968
O 2.321 -2.250 -6.064
O -1.543 3.530 5.820
O -2.016 2.566 3.481
O 0.530 -1.381 -4.473
O 3.759 2.458 -4.391
O -2.504 -1.910 5.098
O -3.249 -2.221 -0.479
O -3.566 -5.674 -1.976
O 5.361 2.446 3.484
O -4.315 -0.693 -2.929
O 1.010 5.696 -0.172
O -1.768 9.250 -0.864
O -1.590 -3.919 -1.803
O 2.900 -5.444 3.760
O -1.365 4.015 0.480
O 5.500 -5.530 3.305
O -3.974 7.756 -0.301
O -3.637 2.218 -4.531
O -4.924 -2.526 4.700
O 3.892 2.812 1.472
O 3.464 0.843 -0.881
O -3.777 -1.087 1.745
O -1.497 -6.205 -0.559
O 2.105 2.907 -2.547
O 1.434 2.374 2.908
O -4.512 1.288 -1.489
O -1.278 -6.171 -3.094
O -1.482 0.893 -4.585
O 1.915 2.221 5.403
O 5.548 -0.400 -1.489
N -3.215 1.736 0.923
N -1.812 -1.444 -2.869
N 1.209 2.636 -0.002
C -2.663 -4.279 2.645
C 0.760 -0.984 4.247
C -0.337 4.833 3.754
C 6.129 -3.306 4.286
C -4.610 -3.612 1.512
C -0.247 7.512 -0.283
C -4.365 0.147 4.802
C 0.200 0.450 4.387
C 1.518 -5.025 3.467
C 1.013 -6.099 -1.053
C -0.919 4.313 -3.605
C 2.826 0.265 3.901
C -0.471 4.050 -4.977
C 5.166 5.040 -2.542
C -2.118 -3.134 1.824
C 4.139 4.927 3.248
C 3.127 5.059 -3.995
C -4.324 -4.770 -2.785
C -2.186 6.480 4.002
C -1.595 3.411 -5.684
C -6.283 -0.847 -0.921
C 0.792 -0.082 -8.122
C -1.527 3.067 -2.982
C -0.732 6.226 4.305
C -1.583 8.150 -0.367
C 1.986 0.441 -5.933
C -1.426 5.286 0.193
C -7.692 -0.463 -1.359
C 2.016 -0.879 3.269
C 0.138 -1.124 -7.143
C 5.970 -7.346 0.602
C -4.434 0.980 6.158
C 4.041 5.899 -3.111
C -0.995 -5.403 -4.298
C 6.420 -4.473 3.246
C -2.651 5.768 0.134
C 4.449 -7.204 0.643
C -7.718 -0.088 -2.790
C 6.154 4.136 1.641
C -0.147 -6.000 -0.053
C -4.252 -1.262 7.031
C 4.420 5.957 2.118
C -5.349 -5.614 -3.409
C -6.518 0.804 -3.145
C 3.166 -2.483 -2.417
C -3.738 0.181 7.271
C 3.737 -1.814 -0.193
C 0.840 -4.440 4.796
C -2.872 7.228 -0.125
C -3.873 -4.799 1.938
C 1.469 0.999 -7.240
C 4.590 3.689 -2.142
C 3.279 -0.984 -2.701
C -2.951 5.115 4.020
C 0.509 -5.432 -4.673
C 5.874 5.649 1.626
C -0.191 6.171 -0.021
C 2.660 -2.614 -0.924
B -0.559 -0.015 -0.124
H -5.391 0.170 4.434
H -3.527 0.401 4.154
H -0.586 6.267 5.385
H -3.913 1.919 5.969
H 5.253 2.830 -2.038
H -0.066 4.761 -3.095
H 3.657 6.052 1.346
H 6.924 -2.564 4.211
H 1.002 -5.125 5.628
H -2.782 -1.190 -2.747
H 2.489 -3.001 -3.096
H 3.067 0.347 -5.827
H -8.424 -1.251 -1.186
H -3.501 5.130 0.327
H -0.922 2.346 -2.432
H 0.866 -5.331 -1.813
H 0.985 -5.902 3.100
H 4.198 -6.374 -0.017
H -3.665 -4.359 -3.550
H 3.450 6.254 -2.267
H 2.079 5.357 -3.961
H -0.081 4.962 -5.429
H 1.973 -5.801 -0.632
H -0.502 0.536 3.558
H 7.304 -5.015 3.581
H 0.074 0.276 -8.860
H -0.162 0.767 5.365
H -4.743 -3.981 -2.160
H 0.643 -4.894 -5.612
H -3.778 -2.098 7.546
H -0.100 -1.544 3.879
H -1.320 2.876 -6.593
H 1.570 -0.553 -8.724
H -2.350 4.167 -5.904
H 4.400 6.740 -3.705
H -2.999 -3.781 3.554
H 1.624 -0.533 2.313
H -1.533 -2.388 2.361
H 6.527 -4.079 2.235
H 4.668 -2.297 0.106
H 0.641 8.034 -0.607
H 1.109 -1.396 5.193
H -6.178 -1.909 -1.143
H -7.900 -0.927 -3.462
H 1.445 2.677 0.979
H 0.428 3.434 -4.949
H -0.123 -5.053 0.488
H 2.065 2.422 -0.494
H 6.420 -6.412 0.941
H 5.904 4.824 -3.315
H -0.292 4.799 2.665
H -5.802 -5.122 -4.269
H 0.828 3.561 -0.142
H -6.100 -0.675 0.139
H 1.652 -2.199 -0.904
H 2.293 -0.522 -2.637
H -0.189 7.091 3.925
H -8.014 0.327 -0.679
H -3.660 1.323 0.116
H -1.446 -4.411 -4.259
H -6.035 -5.818 -2.587
H 1.161 -7.064 -1.536
H -1.390 -0.735 -2.288
H -3.731 5.084 4.780
H 5.683 5.484 -1.691
H 5.199 -2.843 3.957
H -1.520 -2.331 -2.482
H -5.332 -1.364 7.135
H 4.153 -2.936 -2.516
H -2.657 0.095 7.159
H -3.942 0.542 8.279
H -5.482 1.162 6.397
H 6.108 -3.756 5.278
H -1.482 -3.331 0.961
H -5.074 -3.173 2.395
H 0.516 1.943 -0.244
H 6.438 3.575 0.751
H 6.275 -7.445 -0.440
H -3.885 1.976 1.640
H 6.176 6.107 0.684
H 4.074 3.813 -1.190
H -2.449 1.251 1.368
H 4.308 6.967 2.512
H 1.059 -4.853 -3.931
H 2.434 -3.636 -0.620
H -0.228 -4.246 4.692
H -2.228 6.964 3.026
H 1.367 -3.524 5.066
H -1.953 -5.053 2.938
H -4.465 -5.374 2.649
H -0.160 -2.123 -7.461
H 3.173 4.777 3.730
H -0.795 -0.690 -6.784
H 0.993 -6.403 -4.774
H -5.393 -3.781 0.772
H -1.615 5.153 -3.611
H 0.021 -6.659 0.799
H -2.305 3.211 -2.233
H 0.558 4.313 4.094
H 6.566 6.141 2.310
H -4.885 -6.527 -3.782
H -6.127 0.933 -4.154
H 1.471 -4.291 2.661
H 1.662 1.014 -5.065
H -8.640 0.470 -2.952
H 4.822 5.151 4.067
H 0.947 1.921 -6.984
H -3.440 -5.453 1.181
H -2.598 7.218 4.691
H -1.524 -1.328 -3.830
H 6.375 -8.129 1.244
H 4.049 -8.128 0.225
H 3.277 -1.482 0.737
H 3.736 -0.560 -3.595
H 2.492 -1.857 3.187
H 2.270 1.489 -7.794
H 6.904 4.043 2.427
H -3.361 4.969 3.021
H -1.441 -5.888 -5.167
H 3.224 0.010 4.883
H 3.557 5.026 -4.996
H -2.897 2.587 0.481
H 3.718 0.622 3.387
H -6.593 1.798 -2.703
```

Computed properties:
E_HOMO ... -5.4 eV
2S+1 ... 1
HOMO-LUMO gap ... 5.21 eV

---

2.
A structure of composition C58H128N8O9, computed with wB97M-V/def2-TZVPD.

Geometry as XYZ:
```
203
C58H128N8O9 | the Open Molecules 2025 dataset | wB97M-V/def2-TZVPD
O 4.949 0.313 -1.308
O 5.593 0.637 -3.416
O 0.193 0.167 0.462
O 0.116 -1.581 -0.645
O 5.268 -1.320 -2.533
O 1.664 -0.152 -1.093
O -1.805 -5.799 0.114
O -0.694 -7.229 -1.012
O -2.444 -6.188 -1.970
N 4.245 4.869 -2.849
N -6.869 2.151 0.981
N -3.983 -2.827 -1.187
N 3.102 -1.275 3.049
N 0.710 -0.555 -0.372
N -0.572 1.280 7.412
N 0.631 0.855 -4.578
N 2.025 -4.346 -2.519
C 0.256 2.300 3.696
C 2.602 -4.514 -3.950
C -7.489 2.114 2.397
C 2.385 -3.529 -6.463
C 5.372 5.193 -1.742
C 4.325 0.830 2.615
C 4.526 -1.626 2.571
C -4.442 3.062 1.738
C -2.594 -2.927 -1.886
C 1.284 0.380 -6.828
C -2.941 2.947 1.491
C -2.665 -1.301 2.196
C -0.260 2.193 6.200
C 1.942 -3.582 -4.970
C -0.161 1.402 4.829
C -7.233 3.394 0.226
C 2.997 -1.497 4.535
C -1.750 -6.431 -0.949
C -8.954 0.929 0.780
C 5.260 -0.086 -2.466
C 0.485 0.259 7.690
C 5.367 7.006 -3.426
C -1.932 0.589 7.082
C 3.650 -5.489 -1.227
C -0.757 2.175 8.682
C 2.068 -2.035 2.267
C 3.121 2.976 -1.460
C -4.871 -1.625 -1.749
C 5.125 -0.285 1.989
C -7.553 0.956 0.321
C 2.891 0.251 2.722
C 0.315 1.546 9.650
C 0.873 -4.258 2.160
C -6.263 -1.890 -1.303
C -3.175 -1.304 0.782
C -1.501 3.066 -1.849
C 1.345 0.939 8.761
C -3.690 -2.705 0.319
C 2.916 4.328 -2.285
C 6.207 6.377 -2.359
C 2.199 -5.623 -1.588
C 2.190 0.812 -4.526
C 0.293 1.291 -6.020
C -0.032 -0.400 -4.053
C -6.299 -3.444 -1.414
C -4.871 -4.069 -1.345
C 4.003 6.311 -3.299
C 2.204 -3.597 2.258
C -8.869 1.394 2.249
C 2.567 0.234 -5.928
C 2.405 3.046 -0.077
C 4.102 -3.996 -1.147
C -5.339 1.975 0.985
C 0.525 -3.948 -2.482
C 4.759 4.055 -4.131
C 2.771 -3.289 -1.696
C -1.214 2.217 -3.141
C 0.257 1.927 -3.447
H 1.328 3.152 -0.204
H 3.363 6.752 -2.535
H 3.835 -1.101 5.109
H -8.323 3.388 0.217
H 4.485 -2.481 1.896
H 2.140 -1.752 1.217
H 4.565 3.009 -3.892
H -4.677 4.025 1.283
H -2.473 1.478 6.758
H 4.998 -0.490 0.926
H 4.683 0.978 3.634
H -5.180 1.922 -0.092
H 4.395 -3.736 -0.129
H -6.749 1.631 3.035
H 3.341 0.863 -6.366
H 2.040 -1.022 4.751
H -4.715 -4.451 -2.354
H 0.888 -3.851 -5.043
H 2.242 -3.036 -0.777
H -1.083 0.868 4.600
H 5.289 8.076 -3.236
H 0.101 1.921 2.685
H -3.431 -1.493 2.948
H 2.573 0.272 -3.660
H -6.909 0.097 0.511
H 0.156 -3.895 -1.457
H -1.105 -0.262 -4.182
H 2.884 -2.567 4.713
H 0.280 2.379 -6.079
H -2.584 3.187 -1.847
H -9.645 2.158 2.289
H -0.457 3.170 8.353
H -6.414 -1.692 -0.242
H -4.973 -1.864 -2.808
H 1.801 -2.955 -7.183
H -6.832 3.212 -0.771
H -2.129 -1.943 -1.953
H 2.315 4.292 -3.193
H -4.418 -0.665 -1.501
H 0.665 2.227 10.426
H 7.239 6.174 -2.645
H 5.838 4.193 -4.073
H -4.561 -3.048 0.877
H 5.895 6.701 -4.329
H 4.178 4.444 -4.968
H 3.680 -4.395 -3.847
H -2.800 2.150 0.762
H 1.485 -5.516 -0.772
H 0.826 -5.316 1.899
H 2.246 0.710 3.471
H -1.677 2.750 -3.971
H -2.312 2.812 2.371
H 0.733 0.788 4.935
H 0.692 2.717 6.280
H 0.371 -2.888 -2.687
H -2.275 -0.315 2.447
H 1.046 -0.629 -7.164
H 4.125 -6.094 -1.999
H 0.281 -4.189 3.073
H 4.371 1.802 2.124
H -0.591 -6.963 -0.095
H -6.770 -3.783 -2.336
H 2.887 -2.359 -2.252
H -2.133 -3.579 -1.146
H -5.267 0.948 1.343
H 3.905 -6.053 -0.330
H -8.982 0.572 2.956
H 2.796 2.133 -2.070
H 0.782 1.393 -2.655
H 0.247 -0.670 -3.034
H -9.576 1.551 0.136
H -0.012 -0.597 8.148
H -0.088 0.684 10.181
H -1.304 4.134 -1.943
H -0.336 3.215 3.705
H -2.364 0.155 7.984
H -9.345 -0.059 0.535
H 2.453 0.293 1.725
H -7.702 1.024 -0.756
H 2.099 1.652 8.426
H 2.611 1.811 -4.409
H -2.461 3.799 1.010
H 2.833 -0.820 -5.842
H 4.747 5.388 -0.870
H 1.276 2.684 3.703
H -2.901 -3.380 0.650
H 6.196 -0.086 2.041
H 0.331 -3.765 1.353
H -4.547 -4.864 -0.674
H 0.127 -1.235 -4.734
H -2.647 -3.544 -2.783
H -4.813 3.146 2.760
H -1.162 2.472 -1.001
H 2.583 5.173 -1.681
H 3.422 6.384 -4.219
H 2.315 -5.565 -3.984
H 2.675 -4.073 3.118
H 1.837 -6.537 -2.057
H 5.011 -3.923 -1.743
H 6.358 7.090 -1.549
H 5.122 -1.920 3.436
H -1.804 2.128 8.980
H -1.026 2.968 6.226
H 0.773 2.814 -3.816
H -7.567 3.125 2.797
H -6.761 4.206 0.779
H 1.797 0.781 -7.702
H 4.789 -0.632 -1.260
H 2.528 -4.496 -6.946
H 5.914 4.256 -1.619
H 4.163 2.677 -1.350
H 1.029 -1.779 2.476
H -0.762 1.123 -6.235
H -1.878 -2.055 2.226
H -3.935 -0.522 0.779
H 1.906 0.190 9.319
H 2.868 3.819 0.536
H 3.388 -3.102 -6.460
H 0.987 -0.104 6.793
H -6.990 -1.431 -1.974
H -0.059 -4.694 -3.020
H 2.806 -3.875 1.392
H 2.055 -2.623 -4.464
H -1.755 1.284 -2.981
H -6.955 -3.845 -0.641
H 2.596 2.185 0.563
H -2.475 -0.835 0.090
H -1.752 -0.163 6.314
```

Computed properties:
Total charge ... +4
E_HOMO ... -14.1 eV
Relative energy (zero: lowest compared OMol25 entry of this formula, charge and spin) ... 537.29 kJ/mol
2S+1 ... 1
HOMO-LUMO gap ... 6.62 eV